Here is the molecule C5H8O2 from the Open Molecules 2025 dataset. Energies are from wB97M-V/def2-TZVPD.

```
! wB97M-V def2-TZVPD RIJCOSX def2/J DEFGRID3
* xyz 0 1
C -0.423 -1.498 0.679
C -0.305 -0.275 -0.232
O -1.116 -0.549 -1.375
C -0.823 1.011 0.494
O -0.094 2.187 0.241
C 1.097 -0.031 -0.618
C 2.217 0.312 -0.903
H -1.473 -1.630 0.959
H 0.174 -1.380 1.589
H -0.089 -2.390 0.143
H -0.614 -0.359 -2.175
H -0.892 0.816 1.575
H -1.831 1.185 0.111
H 0.821 2.023 0.509
H 3.204 0.623 -1.169
*
```

Results
- HOMO level (eV) = -10.07
- energy above the lowest of the compared OMol25 structures with the same formula, charge and spin (eV) = 2.527
- strongest force on any atom (eV/Å) = 0.59
- electronic energy (Eh) = -345.71209
- E_LUMO (eV) = 0.8381
- M (g/mol) = 100.12
- HOMO-LUMO gap (eV) = 10.9
- SMILES string = C#C[C@](C)(O)CO